# C4H4O3

The molecule C4H4O3 (ωB97M-V with the def2-TZVPD basis set, OMol25).

Output
energy above the lowest of the compared OMol25 structures with the same formula, charge and spin: 52.12 kcal/mol
E_HOMO: -0.374 Eh
SMILES: O=CC1(C=O)CO1
frontier orbital gap: 10.4264 eV
LUMO level: 0.3 eV

XYZ file:
```
11
Properties=species:S:1:pos:R:3:forces:R:3:lowdin_charge:R:1
O -1.75984 1.29040 0.87946 0.322 -0.085 -0.444 0.096
C -1.00004 1.14874 -0.04423 -0.327 0.057 0.313 -0.147
C -0.05649 -0.03202 -0.15795 0.089 0.175 0.100 -0.373
C 1.33743 0.28190 -0.59999 0.135 0.347 0.061 -0.168
O 1.81786 1.37949 -0.45164 -0.205 -0.495 -0.126 0.086
C -0.30738 -1.23118 0.64913 0.051 -0.120 0.265 -0.052
O -0.63302 -1.20232 -0.72857 -0.085 -0.074 -0.179 0.017
H -0.96964 1.85816 -0.89172 0.017 -0.012 0.114 0.142
H 1.88640 -0.55993 -1.06893 -0.021 0.074 0.078 0.145
H 0.52309 -1.88280 0.91917 -0.105 0.115 -0.072 0.127
H -1.15162 -1.20143 1.33500 0.128 0.019 -0.110 0.127
```
Forces are in eV/Å.

***

# C4H4O3

The molecule C4H4O3 (ωB97M-V with the def2-TZVPD basis set, OMol25).

Output
energy above the lowest of the compared OMol25 structures with the same formula, charge and spin: 35.29 kcal/mol
E_HOMO: -0.356 Eh
SMILES: CC(=O)C(=O)C=O
frontier orbital gap: 8.9487 eV
LUMO level: -0.7 eV

XYZ file:
```
11
Properties=species:S:1:pos:R:3:forces:R:3:lowdin_charge:R:1
C 0.72901 -0.91335 1.40037 0.018 0.014 0.005 0.008
C 0.45117 -0.00400 0.23263 0.396 -0.160 -0.004 -0.333
O 1.34219 0.32025 -0.52526 -0.078 -0.013 0.184 0.108
C -0.90577 0.57649 -0.23714 -0.178 -0.135 0.343 -0.265
O -1.91440 0.76029 0.39003 0.673 -0.159 -0.128 0.152
C -0.74957 0.87272 -1.73305 -0.431 -0.332 -0.459 -0.181
O -1.18016 0.05172 -2.50463 0.189 0.454 0.208 0.095
H 0.45308 -0.48447 2.36901 -0.105 0.018 -0.238 0.092
H 1.80699 -1.10495 1.37122 -0.253 0.030 0.118 0.090
H 0.20369 -1.86974 1.28701 -0.069 0.258 -0.017 0.098
H -0.23623 1.79504 -2.05020 -0.162 0.024 -0.011 0.134
```
Forces are in eV/Å.

***

# C4H4O3

A structure of composition C4H4O3 (ωB97M-V with the def2-TZVPD basis set, OMol25).

Output
energy above the lowest of the compared OMol25 structures with the same formula, charge and spin: 104.41 kcal/mol
E_HOMO: -0.377 Eh
frontier orbital gap: 11.2141 eV
LUMO level: 0.9 eV

XYZ file:
```
11
Properties=species:S:1:pos:R:3:forces:R:3:lowdin_charge:R:1
O -1.64629 -0.69455 -0.06667 -0.012 0.031 -0.213 0.063
C -0.32434 -1.05600 0.31161 0.074 -0.253 0.286 -0.223
C 0.07279 0.38269 0.50644 0.083 0.092 0.016 -0.286
C 1.36553 0.11827 -0.21715 0.190 0.271 0.038 -0.041
O 0.70205 -1.08407 -0.71490 -0.037 -0.168 -0.005 -0.026
C -1.21428 0.66940 -0.07154 -0.116 0.102 -0.388 -0.194
O -0.85562 1.19121 1.20578 0.089 -0.199 0.204 0.113
H -0.27545 -1.93781 0.95155 -0.080 0.185 -0.019 0.170
H 1.69857 0.80190 -1.00202 -0.176 -0.145 0.019 0.126
H 2.20580 -0.15431 0.43333 -0.138 0.093 -0.115 0.124
H -1.61789 1.33709 -0.82324 0.124 -0.008 0.176 0.174
```
Forces are in eV/Å.

***

# C4H4O3

The molecule C4H4O3 (ωB97M-V with the def2-TZVPD basis set, OMol25).

Output
energy above the lowest of the compared OMol25 structures with the same formula, charge and spin: 19.20 kcal/mol
E_HOMO: -0.371 Eh
SMILES: O=CC(C=O)=CO
frontier orbital gap: 9.6820 eV
LUMO level: -0.4 eV

XYZ file:
```
11
Properties=species:S:1:pos:R:3:forces:R:3:lowdin_charge:R:1
O -1.17241 0.98910 -1.56835 0.025 -0.064 0.424 0.019
C -1.17876 0.13010 -0.68688 -0.001 0.160 -0.134 -0.197
C -0.02241 -0.19528 0.12086 0.097 0.157 -0.060 -0.160
C 0.00333 -1.39219 0.96736 0.202 -0.079 0.192 -0.247
O 0.92571 -1.70819 1.69037 -0.361 0.110 -0.272 0.037
C 1.05904 0.64850 0.10737 0.029 -0.029 0.022 -0.068
O 1.15209 1.72865 -0.62173 -0.128 -0.171 -0.043 0.108
H -2.12138 -0.39941 -0.45559 0.139 -0.113 -0.150 0.132
H -0.89894 -2.03671 0.88572 0.093 0.084 0.083 0.126
H 1.92013 0.46207 0.74706 -0.132 -0.004 -0.057 0.150
H 0.33360 1.77337 -1.18618 0.036 -0.052 -0.005 0.100
```
Forces are in eV/Å.

***

# C4H4O3

The molecule C4H4O3 in a non-equilibrium geometry (ωB97M-V with the def2-TZVPD basis set, OMol25).

Output
energy above the lowest of the compared OMol25 structures with the same formula, charge and spin: 81.86 kcal/mol
E_HOMO: -0.354 Eh
SMILES: O=C=COCC=O
frontier orbital gap: 8.9475 eV
LUMO level: -0.7 eV

XYZ file:
```
11
Properties=species:S:1:pos:R:3:forces:R:3:lowdin_charge:R:1
O -3.01210 0.81072 0.12219 0.230 -0.199 0.163 0.196
C -2.30260 -0.10841 0.06020 -0.964 1.098 -0.129 -0.211
C -1.50321 -1.10226 -0.11897 5.250 -0.263 1.202 0.047
O 0.09719 -0.90385 0.31824 -4.316 -1.075 -0.967 -0.108
C 0.56447 0.37082 0.05951 0.057 0.282 -0.155 -0.259
C 2.08137 0.37858 0.01824 -0.382 0.506 -0.015 -0.245
O 2.80143 -0.57060 0.04852 0.089 -0.311 0.057 0.090
H -1.67084 -2.13112 -0.33145 -0.275 -0.192 -0.110 0.101
H 0.23592 0.74376 -0.92439 0.055 0.073 0.071 0.136
H 0.23515 1.10098 0.81915 0.119 0.027 -0.108 0.131
H 2.47322 1.41137 -0.07124 0.137 0.054 -0.009 0.121
```
Forces are in eV/Å.

***

# C4H4O3

The molecule C4H4O3 in a non-equilibrium geometry (ωB97M-V with the def2-TZVPD basis set, OMol25).

Output
energy above the lowest of the compared OMol25 structures with the same formula, charge and spin: 72.55 kcal/mol
E_HOMO: -0.350 Eh
SMILES: CC(=O)C(=O)C=O
frontier orbital gap: 9.2530 eV
LUMO level: -0.3 eV

XYZ file:
```
11
Properties=species:S:1:pos:R:3:forces:R:3:lowdin_charge:R:1
C 0.92696 -0.84946 -1.36106 0.295 0.232 0.096 0.006
C 0.10843 -0.07324 -0.35982 -0.684 -0.105 -0.192 -0.199
O -1.08133 -0.36891 -0.34196 0.323 -0.247 -0.548 0.076
C 0.08457 1.12428 0.83248 0.707 0.549 -1.417 -0.252
O 0.78925 1.96673 1.29421 -0.253 -0.819 -0.984 0.138
C -1.24070 0.60685 1.30437 0.267 0.178 1.847 -0.257
O -0.77519 -0.09917 2.19514 -1.399 -0.646 0.574 0.065
H 1.50883 -0.20830 -2.02041 0.110 0.080 0.092 0.085
H 0.22560 -1.45652 -1.95527 0.260 0.337 0.278 0.095
H 1.61168 -1.52935 -0.84639 0.035 0.198 0.067 0.095
H -2.30245 0.86203 1.15546 0.339 0.241 0.188 0.147
```
Forces are in eV/Å.

***

# C4H4O3

The molecule C4H4O3 in a non-equilibrium geometry (ωB97M-V with the def2-TZVPD basis set, OMol25).

Output
energy above the lowest of the compared OMol25 structures with the same formula, charge and spin: 57.74 kcal/mol
E_HOMO: -0.392 Eh
SMILES: O=C1O[C@H]2C[C@H]2O1
frontier orbital gap: 11.3781 eV
LUMO level: 0.7 eV

XYZ file:
```
11
Properties=species:S:1:pos:R:3:forces:R:3:lowdin_charge:R:1
O 2.81876 -0.08380 0.25595 1.268 1.214 0.741 0.207
C 1.70338 0.07669 -0.03341 -2.506 -1.886 -2.524 -0.452
O 0.90999 -1.07053 -0.35840 0.499 1.889 0.705 0.052
C -0.47705 -0.64682 -0.54929 2.621 -3.969 0.158 -0.193
C -0.93397 -0.06477 0.70788 -5.264 -1.368 3.352 -0.042
C -0.35094 0.73090 -0.32915 -2.652 6.412 -1.632 -0.345
O 0.92050 1.21179 -0.35073 3.395 -1.716 1.609 0.118
H -0.83515 -1.42380 -1.18610 -1.204 0.400 -0.654 0.157
H -2.15493 0.01057 0.76170 3.110 0.228 -0.376 0.178
H -0.64175 -0.34965 1.73765 0.652 0.133 -1.056 0.137
H -0.95884 1.60940 -0.65611 0.082 -1.338 -0.321 0.183
```
Forces are in eV/Å.

***

# C4H4O3

A structure of composition C4H4O3 in a non-equilibrium geometry (ωB97M-V with the def2-TZVPD basis set, OMol25).

Output
energy above the lowest of the compared OMol25 structures with the same formula, charge and spin: 92.19 kcal/mol
E_HOMO: -0.364 Eh
frontier orbital gap: 10.0358 eV
LUMO level: 0.1 eV

XYZ file:
```
11
Properties=species:S:1:pos:R:3:forces:R:3:lowdin_charge:R:1
O 0.90909 -1.78493 -1.21896 0.080 0.049 0.448 0.153
C 0.82619 -0.98420 -0.34328 -0.253 -0.900 -0.387 -0.435
O 1.77825 -0.61863 0.58051 -0.049 -0.081 -0.227 0.035
C 0.92876 0.39043 1.17610 -0.174 0.410 -0.266 -0.029
C -0.13007 0.09725 0.05070 -0.409 -0.410 -0.148 -0.218
C -1.44078 0.37010 -1.01879 0.621 0.174 0.122 0.013
O -1.46427 0.11705 0.33118 -0.382 -0.079 0.679 0.015
H 1.45765 1.33441 1.30686 -0.139 -0.012 -0.324 0.119
H 0.57916 0.02428 2.15810 -0.195 0.277 -0.455 0.135
H -2.17410 -0.27750 -1.54946 1.415 -0.081 -0.108 0.124
H -1.26988 1.33174 -1.47294 -0.514 0.654 0.666 0.088
```
Forces are in eV/Å.

***

# C4H4O3P

A structure of composition C4H4O3P in a non-equilibrium geometry (ωB97M-V with the def2-TZVPD basis set, OMol25).

Output
E_HOMO (alpha / beta): -0.015 / -0.168 Eh
net charge: -1
frontier orbital gap (alpha / beta): 4.6063 / 6.2731 eV
LUMO level (alpha / beta): 4.2 / 1.7 eV
2S+1: 3
expectation value of S²: 2.011

XYZ file:
```
12
Properties=species:S:1:pos:R:3:forces:R:3:lowdin_spin:R:1
C -0.33092 0.15164 0.83361 -1.892 0.380 2.204 0.635
C 0.64165 -0.04153 -0.06634 6.064 -0.916 -6.434 0.478
C 1.24235 -0.24271 -2.62138 -0.201 2.804 0.589 0.040
C 0.36246 -0.55808 -1.41147 0.750 0.986 2.281 0.222
O 1.63830 -1.33410 -3.14573 0.466 -2.479 -0.644 0.021
O 1.56873 0.86994 -2.99498 -0.302 -0.283 0.145 0.043
O -0.00089 -3.32214 -2.18343 0.471 0.241 -0.078 0.176
P 1.09977 -2.40134 -1.74384 -0.369 -1.069 -0.552 0.234
H -0.12486 0.48491 1.76574 0.566 1.171 2.826 0.061
H -1.30975 -0.03382 0.64044 -2.722 -0.694 -0.691 0.060
H 1.78406 0.12464 0.04139 -2.181 -0.101 0.495 0.026
H -0.67067 -0.66791 -1.67890 -0.650 -0.039 -0.141 0.003
```
Forces are in eV/Å.

***

# C4H4O3S

The molecule C4H4O3S in a non-equilibrium geometry (ωB97M-V with the def2-TZVPD basis set, OMol25).

Output
energy above the lowest of the compared OMol25 structures with the same formula, charge and spin: 135.13 kcal/mol
E_HOMO (alpha / beta): -0.340 / -0.305 Eh
frontier orbital gap (alpha / beta): 8.8240 / 7.6008 eV
LUMO level (alpha / beta): -0.4 / -0.7 eV

XYZ file:
```
12
Properties=species:S:1:pos:R:3:forces:R:3:lowdin_charge:R:1
C 0.26562 0.26033 -1.23843 -0.065 -0.146 -0.804 -0.140
C 0.13628 -1.01364 -0.99219 -0.709 -1.971 0.624 -0.025
C 0.19924 1.48557 -0.37835 -0.786 -2.007 1.114 -0.129
C 0.39612 1.04579 1.08998 -0.598 1.832 0.118 -0.250
O -0.03934 -1.83862 0.08613 1.418 4.217 -2.373 -0.433
O -0.36812 0.49302 1.83244 0.104 -0.255 -0.658 0.070
O -1.97701 -3.37981 0.78772 -0.920 0.460 -0.541 -0.481
S -0.58041 -3.02687 0.84925 0.243 -2.993 2.053 0.938
H 0.35246 0.44234 -2.31265 0.206 0.039 0.200 0.108
H -0.76351 1.94745 -0.61882 0.235 0.362 0.486 0.131
H 1.05305 2.08228 -0.57548 0.474 0.970 -0.535 0.093
H 1.32563 1.50216 1.47039 0.397 -0.507 0.318 0.119
```
Forces are in eV/Å.

***

Number 1: electronic energy -380.46398 Ha. Number 2: electronic energy -380.49080 Ha. Number 3: electronic energy -380.38064 Ha. Number 4: electronic energy -380.51644 Ha. Number 5: electronic energy -380.41658 Ha. Number 6: electronic energy -380.43142 Ha. Number 7: electronic energy -380.45501 Ha. Number 8: electronic energy -380.40011 Ha. Number 9: electronic energy -721.82962 Ha. Number 10: electronic energy -778.52892 Ha.